(1)
The following is a quantum chemistry calculation of a cluster of 2 separate species, C19H42NO5S in total, from the Open Molecules 2025 dataset.

Its largest force on an atom is 0.83 eV/A. Its gap between HOMO and LUMO is 9.0 eV. For the energy, the calculation gives -42938.2857 eV. The molar mass is 396.61 g mol⁻¹. The HOMO energy is -11.42 eV.

Structure (ORCA input):
```
! RIJCOSX wB97M-V def2-TZVPD def2/J DEFGRID3
* xyz 1 1
C -3.003 2.471 -0.556
H 2.727 -0.386 -5.970
H 1.083 0.116 0.575
H 1.252 -3.232 -2.238
H -2.718 2.938 2.241
H -1.564 -0.212 5.293
H -1.775 1.939 -2.239
H -0.648 -0.166 0.871
H 3.109 -5.437 -0.510
H -3.167 0.132 3.138
C 0.092 0.110 0.117
H 4.780 -5.087 -0.180
C 1.760 2.439 2.591
H -3.179 0.833 0.880
H 2.241 1.524 2.260
H -2.846 0.740 6.048
H 1.739 3.128 0.583
N 2.285 -2.402 -5.612
H 1.416 1.779 4.605
H -2.705 3.479 -0.294
H 2.590 -1.396 -7.423
C 1.507 -2.532 -1.445
H 1.091 4.275 1.705
O 0.007 -0.653 -1.026
H 0.153 1.336 3.487
C 0.844 2.140 3.756
H 3.794 -2.991 -4.281
H -0.780 2.138 1.834
O 1.232 -4.015 -4.403
H 3.763 -3.102 -2.025
H -4.125 3.648 1.531
H 4.389 -2.854 -0.408
C 2.178 -1.209 -6.431
H -2.139 0.603 -1.205
H 4.358 -2.363 -5.843
C -3.667 1.780 0.663
H -3.225 -0.830 5.333
C 1.204 -3.012 -5.095
H 0.257 -2.516 -5.371
O 0.131 3.320 4.118
H 4.243 -5.293 -1.850
H -4.697 1.567 0.404
C 3.600 -2.967 -5.353
C 0.238 -2.060 -0.760
C -0.306 2.752 1.079
H 2.567 3.061 2.965
H -0.616 -2.624 -1.112
O -3.850 1.803 4.189
H -1.937 1.290 3.659
H 0.324 -2.233 0.307
H 1.961 -1.669 -1.936
C -2.879 0.803 3.947
C -2.611 0.056 5.243
O 2.362 -3.102 -0.481
H 1.134 -0.922 -6.534
C -4.576 2.222 3.048
H -3.757 2.577 -1.326
C 3.975 -4.903 -0.877
C -3.711 2.707 1.878
H -5.182 3.057 3.377
C -1.890 1.655 -1.202
S -0.238 1.804 -0.457
H -0.776 3.058 4.352
H -5.281 1.454 2.723
H -0.943 3.608 0.906
H 3.649 -3.988 -5.729
C 1.101 3.224 1.458
C 3.658 -3.409 -0.992
*
```

Mulliken analysis output, partial charges in e:
1 C -1.049
2 H 0.343
3 H 0.634
4 H 0.175
5 H 0.021
6 H 0.355
7 H 0.509
8 H 0.514
9 H 0.315
10 H 0.236
11 C -0.668
12 H 0.308
13 C -0.641
14 H 0.239
15 H 0.339
16 H 0.321
17 H 0.400
18 N 0.165
19 H 0.438
20 H 0.492
21 H 0.352
22 C -0.120
23 H 0.471
24 O -0.320
25 H 0.141
26 C -0.265
27 H -0.031
28 H -1.170
29 O -0.624
30 H -0.409
31 H 0.594
32 H 0.338
33 C -0.951
34 H 0.493
35 H 0.402
36 C -0.327
37 H 0.352
38 C 0.083
39 H 0.316
40 O -0.593
41 H 0.324
42 H 0.501
43 C -0.608
44 C -0.777
45 C 1.298
46 H 0.374
47 H 0.337
48 O -0.396
49 H -0.513
50 H 0.431
51 H 0.360
52 C 0.486
53 C -1.352
54 O -0.432
55 H 0.292
56 C -0.810
57 H 0.497
58 C -1.092
59 C -0.375
60 H 0.313
61 C -0.896
62 S 0.079
63 H 0.363
64 H 0.346
65 H 0.408
66 H 0.302
67 C -1.021
68 C 0.381

=====

(2)
The following is a quantum chemistry calculation of a structure of composition C15H27Cl6CuMgO7 at a distorted geometry, from the Open Molecules 2025 dataset.

Its largest force on an atom is 2.95 eV/A. Its gap between HOMO and LUMO (alpha / beta) is 6.3 / 3.0 eV. For the energy, the calculation gives -155515.7325 eV. The molar mass is 619.94 g mol⁻¹. The HOMO energy (alpha / beta) is -17.61 / -17.59 eV.

Structure (ORCA input):
```
! RIJCOSX wB97M-V def2-TZVPD def2/J DEFGRID3
* xyz 3 2
H 5.683 -1.456 1.019
H 0.256 2.243 3.691
C 2.488 2.353 1.080
O 4.250 -0.891 -0.324
H 2.785 3.301 1.529
O 3.175 -1.488 -2.222
Cl -3.873 -2.815 -1.036
Cl -0.101 0.800 5.552
H -1.973 -3.475 0.055
C -5.707 0.965 -2.023
O -4.288 0.926 -2.266
C -0.283 1.316 3.878
H 2.697 2.882 -1.078
C -3.004 -3.419 0.403
C -3.080 -2.481 1.581
Cl -4.684 -2.475 2.317
H -6.346 1.711 -0.097
H -6.125 1.946 -2.257
H -1.779 1.932 2.422
C 3.100 2.206 -0.318
H -6.260 -0.077 -0.161
C -3.639 1.038 -1.143
H -2.715 -1.479 1.330
C -5.797 0.856 -0.480
H -7.508 0.007 -2.695
H -6.219 -0.130 -3.850
C 5.627 -0.832 0.132
C 0.549 -0.500 -0.174
Cu 1.309 -0.768 -3.328
H 6.992 0.382 -2.145
Cl 4.853 2.457 -0.301
O -4.422 1.026 -0.085
C -1.741 1.605 3.459
H 1.393 2.359 1.037
H -2.153 2.387 4.102
H 6.771 -2.391 -0.906
C 7.484 -0.437 -1.626
H 2.946 1.184 -0.671
H 1.619 -0.521 0.051
O -2.411 1.082 -1.031
C 4.186 -1.334 -1.575
H 0.167 -1.515 -0.044
H 0.072 0.141 0.583
C 6.421 -1.375 -1.071
H 8.247 -0.124 -0.915
H 0.078 0.485 3.274
H -6.102 -1.075 -2.330
Cl 3.103 1.051 2.105
O 5.390 -1.474 -2.092
H 5.803 0.224 0.334
H -3.372 -4.407 0.663
H -2.416 -2.872 2.356
H 8.088 -0.984 -2.355
C -6.432 -0.139 -2.783
Cl -2.808 0.216 3.565
O 0.326 0.046 -1.467
Mg -0.619 1.810 -1.666
*
```

Mulliken analysis output, partial charges in e:
1 H 0.276
2 H 0.308
3 C -0.165
4 O -0.180
5 H 0.531
6 O -0.514
7 Cl -0.135
8 Cl 0.119
9 H 0.274
10 C 0.375
11 O -0.295
12 C -0.130
13 H 0.332
14 C -0.585
15 C -0.110
16 Cl -0.085
17 H 0.313
18 H 0.286
19 H 0.136
20 C -0.137
21 H 0.307
22 C 0.856
23 H -0.060
24 C -0.398
25 H 0.398
26 H 0.358
27 C -0.412
28 C 0.180
29 Cu 0.634
30 H 0.339
31 Cl -0.133
32 O -0.202
33 C -0.313
34 H -0.164
35 H 0.491
36 H 0.362
37 C -1.375
38 H -0.136
39 H 0.028
40 O -0.346
41 C 0.584
42 H 0.178
43 H -0.209
44 C 0.372
45 H 0.375
46 H 0.158
47 H 0.254
48 Cl -0.128
49 O -0.331
50 H 0.218
51 H 0.427
52 H 0.457
53 H 0.384
54 C -1.256
55 Cl 0.072
56 O -0.375
57 Mg 0.794

=====

(3)
The following is a quantum chemistry calculation of the ion C2HN2O3 with charge -1 at a distorted geometry, from the Open Molecules 2025 dataset.

Its largest force on an atom is 2.86 eV/A. As for the SMILES: N#CN(O)C(=O)[O-]. Its gap between HOMO and LUMO is 8.9 eV. For the energy, the calculation gives -11212.9382 eV. The molar mass is 101.04 g mol⁻¹. Its relative energy (zero: lowest compared OMol25 entry of this formula, charge and spin) is 14.1 kcal per mole. The HOMO energy is -4.68 eV.

Structure (ORCA input):
```
! RIJCOSX wB97M-V def2-TZVPD def2/J DEFGRID3
* xyz -1 1
C -0.724 1.402 -0.045
N -3.375 -0.676 0.127
O -0.082 -0.906 0.183
O -1.722 2.063 0.141
O 0.465 1.584 0.010
N -1.076 -0.093 -0.359
H 0.538 -0.214 0.367
C -2.281 -0.476 -0.149
*
```

Mulliken analysis output, partial charges in e:
1 C 0.560
2 N -0.528
3 O -0.423
4 O -0.634
5 O -0.709
6 N -0.130
7 H 0.344
8 C 0.520

=====

(4)
The following is a quantum chemistry calculation of the molecule C8H8N2S at a distorted geometry, from the Open Molecules 2025 dataset.

Its largest force on an atom is 2.05 eV/A. As for the SMILES: NCc1cc2cnccc2s1. Its gap between HOMO and LUMO is 9.1 eV. For the energy, the calculation gives -22240.8024 eV. The molar mass is 164.23 g mol⁻¹. Its relative energy (zero: lowest compared OMol25 entry of this formula, charge and spin) is 28.6 kcal per mole. The HOMO energy is -8.50 eV.

Structure (ORCA input):
```
! RIJCOSX wB97M-V def2-TZVPD def2/J DEFGRID3
* xyz 0 1
H 1.182 -0.406 -3.062
H -3.129 1.060 -0.160
C -1.002 0.549 0.265
H -2.112 1.333 3.815
N 2.011 -2.149 -2.088
C -2.317 0.953 0.580
S 1.519 0.051 0.611
C -0.080 0.458 1.307
C 1.704 -0.693 -2.104
C -1.765 1.153 2.780
N -2.736 1.065 1.858
C -0.418 0.835 2.593
H 2.740 -2.378 -2.718
H 0.239 0.901 3.444
C 0.839 -0.216 -0.951
H -1.114 0.025 -1.898
H 2.647 -0.139 -2.067
H 2.270 -2.520 -1.195
C -0.479 0.117 -1.012
*
```

Mulliken analysis output, partial charges in e:
1 H 0.259
2 H 0.342
3 C 0.624
4 H 0.317
5 N -0.575
6 C -0.420
7 S -0.196
8 C 0.325
9 C -0.458
10 C -0.242
11 N -0.565
12 C -0.358
13 H 0.216
14 H 0.385
15 C 0.618
16 H 0.333
17 H 0.290
18 H 0.234
19 C -1.127

=====

> Which value of molar mass does entry 1 give?

396.61 g mol⁻¹